{"formula": "C39H54BiGe2I2N2O3S3Se3Te", "method": "wB97M-V/def2-TZVPD", "species": ["Bi", "Se", "Se", "Te", "Se", "C", "C", "Ge", "C", "C", "C", "C", "Ge", "C", "C", "C", "C", "C", "C", "C", "C", "C", "C", "H", "H", "H", "H", "H", "H", "H", "H", "H", "H", "H", "H", "H", "H", "H", "H", "H", "H", "H", "H", "H", "H", "H", "H", "H", "H", "O", "S", "C", "C", "C", "C", "S", "O", "C", "C", "C", "C", "C", "C", "C", "C", "C", "C", "C", "C", "H", "H", "H", "H", "H", "H", "H", "H", "H", "H", "H", "H", "H", "H", "H", "H", "H", "H", "I", "I", "N", "C", "S", "N", "C", "C", "C", "C", "C", "C", "H", "H", "H", "H", "H", "H", "H", "H", "O", "H", "H"], "positions_angstrom": [[0.597111, 0.675511, -0.075387], [2.283402, -0.155735, 1.899366], [4.015431, -1.385519, 1.049934], [3.873128, -1.707491, -1.451919], [3.426679, 0.373121, -2.489962], [0.084735, 0.286999, 4.223128], [-1.087892, 1.070931, 3.643401], [-0.915649, 1.896213, 1.836350], [-2.793872, 2.530242, 1.580521], [-3.387425, 3.099566, 2.874152], [0.041507, 3.586554, 2.142073], [1.102496, 4.083896, 1.497248], [2.012005, 3.032303, 0.056947], [3.845141, 2.683976, 0.755844], [4.918787, 3.761357, 0.556596], [1.897273, 3.911390, -1.727179], [3.200552, 4.404884, -2.369393], [1.705931, 5.398967, 1.853873], [2.459241, 6.113064, 0.920900], [3.014102, 7.347894, 1.225720], [2.829228, 7.898376, 2.483523], [2.086738, 7.200106, 3.427665], [1.535427, 5.967086, 3.119554], [-0.121681, -0.016849, 5.251643], [1.002218, 0.882343, 4.234392], [0.276064, -0.625992, 3.652170], [-1.312419, 1.918918, 4.295508], [-1.978289, 0.436116, 3.622320], [-3.410336, 1.709931, 1.211581], [-2.792661, 3.312009, 0.823379], [-3.476918, 2.338941, 3.650705], [-4.387227, 3.494584, 2.683058], [-2.778100, 3.916669, 3.270404], [-0.404970, 4.190623, 2.938243], [4.191214, 1.744269, 0.325639], [3.697972, 2.509195, 1.826541], [5.107485, 3.952612, -0.500051], [5.858417, 3.426097, 1.002856], [4.638937, 4.695100, 1.042476], [1.192098, 4.740506, -1.620174], [1.435983, 3.174391, -2.383358], [3.724995, 5.134086, -1.749575], [2.972237, 4.890976, -3.322445], [3.877930, 3.575641, -2.575469], [2.603312, 5.700972, -0.070629], [3.592695, 7.876396, 0.477829], [3.266102, 8.856462, 2.733311], [1.937043, 7.619465, 4.414932], [0.978950, 5.438469, 3.883033], [-0.653707, 1.969567, -1.940464], [-1.658355, 3.082751, -1.718767], [-3.353471, 2.422120, -1.934732], [-3.813573, 1.977878, -3.320274], [-3.148561, 0.693171, -3.837277], [-3.872399, -0.554256, -3.331182], [-2.732680, -1.921215, -2.926497], [-1.789585, -1.337244, -1.917707], [-1.848984, -1.939242, -4.483707], [-0.578338, -1.401239, -4.558258], [0.082809, -1.392284, -5.780864], [-0.529769, -1.927936, -6.906613], [-1.795248, -2.494729, -6.810538], [-2.458877, -2.510976, -5.593128], [-1.534903, 4.108620, -3.175513], [-1.963907, 5.425543, -3.088971], [-1.768726, 6.272115, -4.170842], [-1.140564, 5.800844, -5.316215], [-0.716704, 4.478568, -5.389837], [-0.908247, 3.625253, -4.312873], [-3.973659, 3.246144, -1.568532], [-3.398822, 1.611703, -1.199050], [-3.652467, 2.789371, -4.030436], [-4.895677, 1.827224, -3.267911], [-2.116913, 0.669816, -3.490586], [-3.124222, 0.692604, -4.926984], [-4.584898, -0.967904, -4.048797], [-4.397424, -0.366927, -2.390600], [-0.113456, -0.991175, -3.667020], [1.076394, -0.967712, -5.840195], [-0.018359, -1.914527, -7.861199], [-2.267104, -2.926559, -7.684087], [-3.442882, -2.963554, -5.514037], [-2.433541, 5.792559, -2.181338], [-2.089704, 7.304395, -4.110904], [-0.970462, 6.468016, -6.151709], [-0.223716, 4.109780, -6.281082], [-0.556969, 2.598592, -4.342561], [-0.415864, -3.437884, 1.938870], [-1.951014, -3.605163, 4.140252], [2.149394, -5.476983, -1.699163], [2.111060, -4.643553, -0.657071], [1.177684, -3.219052, -0.761791], [2.857358, -4.884574, 0.430637], [3.857198, -5.895260, 0.592634], [3.588628, -7.233999, 0.331891], [4.609970, -8.170587, 0.428735], [5.886152, -7.780184, 0.805343], [6.136853, -6.448334, 1.107344], [5.126733, -5.505868, 1.000619], [1.598994, -5.238881, -2.505176], [2.764188, -6.274434, -1.720925], [2.816886, -4.162749, 1.132456], [2.579719, -7.557305, 0.103132], [4.397357, -9.210348, 0.212441], [6.680177, -8.512777, 0.871977], [7.127843, -6.138140, 1.414734], [5.320385, -4.464166, 1.230459], [-2.496620, -0.362949, 0.286440], [-2.130227, -0.732506, -0.536958], [-2.628441, -1.118593, 0.872614]], "forces_ev_per_angstrom": [[-0.48, 0.08, -0.68], [0.51, -0.31, 0.25], [-0.04, 0.26, 0.28], [0.14, 0.19, -0.37], [0.05, 0.01, 0.13], [-0.06, 0.09, -0.05], [0.26, -0.34, -0.22], [-0.38, 0.54, 0.96], [0.02, -0.20, -0.28], [0.17, -0.04, -0.01], [0.08, -0.07, -0.05], [-0.05, -0.27, -0.19], [0.44, 0.46, 0.40], [-0.04, 0.11, -0.14], [-0.08, -0.15, 0.04], [0.17, -0.19, 0.02], [-0.24, 0.04, 0.03], [-0.02, 0.09, -0.04], [-0.11, -0.03, -0.01], [0.00, 0.00, -0.03], [0.00, -0.03, 0.02], [-0.02, 0.01, 0.01], [0.06, 0.03, 0.04], [0.04, -0.02, -0.01], [-0.04, -0.01, 0.04], [-0.05, 0.00, 0.05], [-0.04, 0.02, -0.07], [-0.01, 0.06, 0.00], [0.09, 0.00, 0.01], [0.03, 0.06, -0.09], [-0.03, 0.06, -0.04], [0.02, 0.02, 0.02], [-0.08, -0.04, 0.01], [0.05, -0.01, -0.08], [0.01, -0.08, -0.05], [-0.02, -0.02, -0.04], [0.02, 0.02, 0.10], [-0.01, 0.03, -0.02], [0.05, 0.02, -0.06], [-0.07, -0.07, 0.00], [-0.10, 0.06, -0.05], [0.01, -0.06, -0.07], [0.05, -0.03, 0.04], [0.07, 0.02, 0.05], [0.01, 0.07, 0.05], [-0.02, -0.01, 0.02], [-0.02, 0.00, -0.01], [0.02, -0.02, -0.01], [0.02, -0.03, -0.03], [-0.29, -0.25, 0.08], [-0.22, 0.04, -0.26], [0.12, -0.12, -0.04], [0.16, 0.04, -0.08], [-0.12, 0.08, 0.22], [0.23, -0.20, -0.05], [-0.20, 0.18, -0.10], [0.53, -0.26, -0.67], [-0.06, -0.13, 0.01], [0.17, 0.13, 0.11], [-0.09, -0.07, 0.02], [0.07, 0.02, 0.02], [-0.05, 0.00, 0.00], [-0.05, 0.01, -0.01], [0.12, 0.07, 0.12], [-0.06, 0.00, 0.05], [-0.02, 0.01, -0.03], [0.01, -0.06, -0.02], [-0.02, 0.02, 0.02], [0.05, -0.12, -0.04], [0.01, -0.05, 0.04], [0.01, 0.04, 0.04], [0.00, 0.04, -0.01], [-0.01, 0.08, -0.01], [0.13, 0.01, 0.01], [-0.02, -0.02, 0.01], [-0.04, 0.10, 0.03], [0.03, -0.09, 0.01], [-0.06, -0.02, -0.02], [0.01, 0.00, -0.05], [-0.01, -0.01, 0.04], [0.03, 0.01, 0.02], [0.06, 0.03, 0.01], [0.07, -0.01, -0.04], [0.00, -0.04, -0.01], [-0.02, -0.02, 0.02], [-0.02, 0.04, 0.02], [-0.01, 0.08, 0.04], [-0.02, 0.10, -0.09], [0.06, 0.04, 0.00], [0.17, -0.02, 0.18], [-0.08, 0.28, -0.10], [-0.44, -0.30, 0.13], [0.10, -0.26, -0.01], [-0.04, -0.04, -0.21], [-0.08, -0.02, 0.10], [-0.02, 0.01, -0.03], [-0.01, -0.02, -0.01], [0.03, -0.01, 0.04], [0.02, 0.05, -0.01], [0.00, -0.01, -0.01], [-0.01, -0.03, -0.03], [-0.06, 0.11, 0.07], [0.02, 0.05, -0.04], [0.02, 0.04, 0.04], [-0.03, 0.03, 0.01], [-0.05, -0.01, 0.01], [0.01, -0.01, -0.04], [-0.29, 0.36, 0.88], [-0.16, -0.29, -0.18], [0.05, 0.08, -0.07]], "e_above_lowest_kcal_mol": 20.8, "homo_lumo_gap_ev": [5.687, 4.747], "total_charge": 1}